1.
The following is a quantum chemistry calculation of a structure of composition C20H38AgN2O8 in a non-equilibrium geometry, from the OMol25 dataset.

Each line ends with the natural charge from an NBO analysis.
Element x y z (Å)
1 Ag -20.0617 -21.7190 9.6904  -0.164
2 C -17.3383 -24.4710 6.1101  0.866
3 O -18.0601 -25.3627 5.6446  -0.779
4 O -16.5758 -23.8784 5.3529  -0.759
5 O -17.8733 -23.7619 7.0020  -0.688
6 C -22.8133 -20.3032 6.5292  0.886
7 O -23.6242 -19.8985 5.7083  -0.788
8 O -21.5943 -20.0528 6.3186  -0.749
9 O -23.0888 -21.2810 7.2811  -0.729
10 C -19.9076 -30.1668 9.0493  -0.643
11 C -21.2544 -29.9779 9.6643  0.095
12 C -21.4426 -30.9590 10.8113  -0.397
13 C -20.5437 -30.5033 12.0112  -0.395
14 C -20.9331 -29.1014 12.4950  -0.391
15 C -20.8343 -28.0959 11.3530  0.084
16 N -21.4768 -28.6086 10.1561  -0.202
17 O -21.5485 -27.6307 9.0994  -0.535
18 C -21.6257 -26.8887 11.8157  -0.640
19 C -19.3706 -27.6283 11.2303  -0.664
20 C -22.4188 -30.1838 8.6998  -0.611
21 H -19.8480 -29.5564 8.1482  0.227
22 H -19.8106 -31.2030 8.7254  0.200
23 H -19.0848 -29.8376 9.6840  0.214
24 H -22.4766 -30.9440 11.1557  0.206
25 H -21.1162 -31.9777 10.6019  0.200
26 H -19.4684 -30.5656 11.8437  0.198
27 H -20.7276 -31.1207 12.8905  0.189
28 H -20.2072 -28.9441 13.2927  0.205
29 H -21.9464 -29.0013 12.8838  0.204
30 H -21.3864 -26.4622 12.7899  0.204
31 H -21.5504 -26.0013 11.1872  0.254
32 H -22.7049 -26.9794 11.6928  0.216
33 H -18.8642 -27.2524 12.1193  0.216
34 H -18.7099 -28.3882 10.8130  0.189
35 H -19.2618 -26.7566 10.5851  0.250
36 H -22.6547 -31.2353 8.5362  0.183
37 H -22.4153 -29.7613 7.6950  0.230
38 H -23.2729 -29.6698 9.1408  0.231
39 H -20.6353 -27.6489 8.8041  0.459
40 C -23.5652 -17.4643 12.4832  -0.619
41 C -22.4954 -17.8135 13.5259  0.133
42 C -22.6040 -16.8337 14.7266  -0.424
43 C -21.9278 -17.3075 16.0162  -0.397
44 C -22.3893 -18.7490 16.3605  -0.411
45 C -22.0731 -19.6917 15.2837  0.100
46 N -22.6962 -19.2289 13.9925  -0.215
47 O -22.4093 -20.1338 12.9726  -0.554
48 C -20.5345 -20.0233 15.2072  -0.662
49 C -22.8719 -20.9665 15.6051  -0.609
50 C -21.0549 -17.6450 12.8532  -0.661
51 H -23.5093 -18.2551 11.7352  0.238
52 H -23.4054 -16.4289 12.1822  0.207
53 H -24.5252 -17.5496 12.9922  0.195
54 H -22.0887 -15.9168 14.4407  0.203
55 H -23.5574 -16.3118 14.8095  0.200
56 H -22.3588 -16.6512 16.7723  0.194
57 H -20.8648 -17.0662 16.0136  0.206
58 H -23.4256 -18.7778 16.6973  0.209
59 H -21.7335 -18.9656 17.2038  0.206
60 H -19.9194 -19.1309 15.0918  0.204
61 H -20.2839 -20.4607 16.1735  0.187
62 H -20.1969 -20.7790 14.4979  0.252
63 H -23.1379 -21.7509 14.8965  0.238
64 H -22.2553 -21.5560 16.2836  0.191
65 H -23.8115 -20.6627 16.0665  0.188
66 H -20.2090 -17.4313 13.5065  0.189
67 H -21.0465 -16.7900 12.1772  0.201
68 H -20.7978 -18.5311 12.2728  0.261
69 H -23.2923 -20.1371 12.5958  0.475

Summary:
Net charge ... -3
ΔE to the lowest compared entry with this formula, charge and spin ... 5.858 eV
Frontier orbital gap ... 1.51 eV

=====

2.
The following is a quantum chemistry calculation of a cluster of 9 separate species, C20H38BCl16FO6S in total in a non-equilibrium geometry, from the OMol25 dataset.

Each line ends with the Mulliken charge.
Element x y z (Å)
1 C -4.4309 -0.5070 -0.5815  -0.776
2 C -3.2478 -0.8880 -1.4835  0.614
3 O -2.6135 -1.8362 -1.2250  -0.401
4 O -3.0694 -0.0491 -2.5964  -0.303
5 C -1.8312 0.5570 -2.6702  0.354
6 O -1.5133 0.9935 -3.6993  -0.464
7 C -0.8828 0.7468 -1.4874  -0.401
8 B -0.8865 2.2405 -0.9472  -0.029
9 O -1.0490 3.3333 -1.7282  -0.280
10 S -0.5947 2.4535 0.9297  0.975
11 O -1.3996 1.4575 1.5584  -0.424
12 O -0.8495 3.7795 1.3766  -0.540
13 F 0.9608 2.0531 1.2015  -0.134
14 H -5.0674 -1.3968 -0.4779  0.376
15 H -4.1003 -0.1150 0.3872  -0.071
16 H -5.0438 0.2514 -1.0963  0.337
17 H 0.1407 0.6012 -1.8899  0.285
18 H -0.9900 0.0215 -0.6684  0.567
19 H -1.8865 3.7802 -1.5104  0.329
20 Cl -1.9496 -5.0990 -5.7006  -0.220
21 C -1.2073 -5.3946 -4.1051  0.252
22 C -1.1815 -4.1543 -3.2477  -0.442
23 Cl -0.0584 -2.9185 -3.8768  -0.216
24 H -0.2055 -5.7890 -4.2675  0.389
25 H -1.8074 -6.1726 -3.6213  -0.344
26 H -0.8414 -4.4078 -2.2443  0.322
27 H -2.1673 -3.7019 -3.1690  0.251
28 Cl -2.5140 -8.0874 -3.0223  -0.225
29 C -3.0597 -9.2327 -4.2763  -0.441
30 C -4.1624 -8.6559 -5.1300  -0.322
31 Cl -5.6799 -8.4526 -4.2190  -0.186
32 H -3.3726 -10.1499 -3.7818  0.378
33 H -2.1932 -9.4582 -4.8972  0.279
34 H -4.3767 -9.3314 -5.9574  0.310
35 H -3.8826 -7.6872 -5.5413  0.209
36 Cl 3.8161 0.3091 4.0538  -0.230
37 C 2.1560 0.9578 4.1306  0.297
38 C 1.8960 1.7181 5.4047  0.012
39 Cl 1.8668 0.6519 6.8349  -0.220
40 H 1.4643 0.1256 4.0121  0.211
41 H 2.0383 1.6233 3.2777  -0.210
42 H 0.9229 2.2005 5.3509  -0.200
43 H 2.6486 2.4855 5.5718  0.335
44 Cl -1.6353 4.5903 -7.1073  -0.202
45 C -0.8821 3.0969 -6.4869  -0.099
46 C 0.5429 2.9398 -6.9561  -0.410
47 Cl 0.6461 2.6262 -8.7078  -0.197
48 H -1.4989 2.2553 -6.7937  0.323
49 H -0.9068 3.1582 -5.3997  -0.015
50 H 1.0014 2.0884 -6.4543  0.266
51 H 1.1347 3.8264 -6.7374  0.340
52 Cl 1.6322 4.8368 3.7777  -0.099
53 C -0.0286 5.4767 3.8480  -0.310
54 C -0.2965 6.2394 5.1214  -0.505
55 Cl -0.3135 5.1655 6.5421  -0.168
56 H -0.7132 4.6402 3.7334  0.082
57 H -0.1502 6.1355 2.9889  0.351
58 H -1.2767 6.7117 5.0640  0.334
59 H 0.4467 7.0155 5.2942  0.324
60 Cl 6.1843 -4.9993 1.4753  -0.193
61 C 6.1441 -3.2266 1.6587  -0.431
62 C 5.0909 -2.7766 2.6412  -0.241
63 Cl 3.4406 -3.0548 2.0329  -0.176
64 H 5.9846 -2.7896 0.6750  0.320
65 H 7.1291 -2.9231 2.0124  0.300
66 H 5.1855 -1.7065 2.8178  0.094
67 H 5.1892 -3.2904 3.5954  0.332
68 Cl -3.4751 -0.4023 3.0704  -0.136
69 C -2.7372 -0.7303 4.6596  -0.500
70 C -2.7576 0.4778 5.5640  -0.636
71 Cl -1.6756 1.7679 4.9909  -0.023
72 H -1.7233 -1.0877 4.4903  0.265
73 H -3.3121 -1.5363 5.1146  0.371
74 H -2.4148 0.1956 6.5591  0.316
75 H -3.7588 0.8948 5.6524  0.321
76 Cl 5.6858 2.5443 0.1815  -0.174
77 C 5.6150 4.3171 0.3467  -0.468
78 C 4.5311 4.7571 1.3001  -0.522
79 Cl 2.9011 4.4448 0.6555  -0.096
80 H 5.4717 4.7430 -0.6442  0.313
81 H 6.5864 4.6395 0.7208  0.323
82 H 4.6035 5.8308 1.4709  0.342
83 H 4.6150 4.2524 2.2612  0.282

Summary:
SMILES string ... CC(=O)OC(=O)CB(O)S(=O)(=O)F.ClCCCl.ClCCCl.ClCCCl.ClCCCl.ClCCCl.ClCCCl.ClCCCl.ClCCCl
Frontier orbital gap ... 9.33 eV

=====

| no. | LUMO level (Ha) |
| --- | --- |
| 1 | 0.17905 |
| 2 | -0.04211 |